ORCA calculation (ωB97M-V/def2-TZVPD) on a molecular structure, C60H67N3O3Sb4Ti at a distorted geometry.

Calculated values
LUMO energy (spin up / spin down) = -6.582 / -6.601 eV
Maximum force = 2.647 eV/Å
Total charge = +2
Highest occupied orbital energy (spin up / spin down) = -12.8 / -12.8 eV

```
138
C60H67N3O3Sb4Ti (ωB97M-V/def2-TZVPD)
Ti -0.27237 -0.01301 -0.09313
C -0.75410 -4.55418 -0.54015
C -2.17870 -4.17323 -0.91646
C -2.26505 -3.38462 -2.21891
Sb -1.86458 -1.28504 -2.10848
C -1.61878 -0.94699 -4.18044
C -0.36741 -0.64949 -4.71599
C -0.21382 -0.52115 -6.09040
C -1.30656 -0.69135 -6.92719
C -2.55498 -0.98614 -6.39500
C -2.71563 -1.11500 -5.02284
C -3.88406 -0.62834 -1.94063
C -4.88460 -1.45051 -1.43106
C -6.20171 -1.00583 -1.38865
C -6.52281 0.26297 -1.84571
C -5.52887 1.09178 -2.35354
C -4.21583 0.64713 -2.40239
Sb 0.66334 -3.02466 0.02980
C 0.41211 -3.30542 2.13535
C -0.83501 -3.63925 2.65709
C -1.00488 -3.80695 4.02385
C 0.06962 -3.63542 4.88612
C 1.31770 -3.31112 4.37490
C 1.48840 -3.14977 3.00486
C 2.32892 -4.34180 -0.19243
C 3.20366 -4.27530 -1.27307
C 4.22470 -5.20817 -1.40614
C 4.37178 -6.21712 -0.46595
C 3.49095 -6.29887 0.60363
C 2.47073 -5.36803 0.74194
H -0.27227 -5.07563 -1.36971
H -0.73623 -5.22359 0.32018
H -2.67156 -3.63565 -0.10043
H -2.74119 -5.10247 -1.04884
H -1.58098 -3.78436 -2.96965
H -3.26827 -3.41202 -2.64573
H 0.49345 -0.50992 -4.07274
H 0.75762 -0.28888 -6.50662
H -1.18625 -0.59387 -7.99770
H -3.40693 -1.11525 -7.04915
H -3.69586 -1.33717 -4.61768
H -4.65482 -2.44598 -1.06962
H -6.97608 -1.65482 -1.00162
H -7.54848 0.60520 -1.81394
H -5.77882 2.07703 -2.72618
H -3.45572 1.28809 -2.83624
H -1.69213 -3.76283 2.00653
H -1.97723 -4.07474 4.41618
H -0.06424 -3.77154 5.95115
H 2.16783 -3.19869 5.03621
H 2.47774 -2.93844 2.62376
H 3.10659 -3.50164 -2.01875
H 4.90204 -5.14475 -2.24795
H 5.16462 -6.94566 -0.57141
H 3.59522 -7.09032 1.33416
H 1.79984 -5.44098 1.58854
C 3.65722 1.87538 0.78306
C 3.53951 2.79044 -0.44394
C 2.42478 3.82223 -0.30647
Sb 0.53184 3.06575 0.38825
C 0.21451 4.43483 1.98820
C -0.43573 4.00336 3.14399
C -0.68354 4.88668 4.18699
C -0.26910 6.20603 4.08715
C 0.41382 6.63384 2.95700
C 0.66271 5.75310 1.91402
C -0.74020 3.98324 -1.10238
C -1.00921 5.34872 -1.00401
C -1.76056 6.00280 -1.97143
C -2.25545 5.30550 -3.06228
C -2.00097 3.94710 -3.17354
C -1.25563 3.29248 -2.20122
Sb 2.67835 -0.03364 0.55937
C 3.65268 -0.51140 -1.27917
C 2.98117 -0.89186 -2.43418
C 3.67281 -1.10790 -3.61895
C 5.05065 -0.95572 -3.65473
C 5.73436 -0.58541 -2.50414
C 5.03852 -0.35737 -1.32574
C 3.97893 -1.09214 1.85929
C 4.14416 -0.63433 3.16465
C 4.98271 -1.31523 4.03638
C 5.64642 -2.45730 3.60772
C 5.48311 -2.91215 2.30642
C 4.64962 -2.23252 1.42746
H 3.28049 2.37343 1.68195
H 4.68857 1.59117 0.98950
H 3.41681 2.20699 -1.35836
H 4.48088 3.33168 -0.56413
H 2.70063 4.55657 0.45167
H 2.22253 4.34481 -1.24042
H -0.72883 2.96600 3.25776
H -1.19025 4.54251 5.07942
H -0.46332 6.89756 4.89577
H 0.75951 7.65664 2.88744
H 1.21752 6.10731 1.05353
H -0.65121 5.92173 -0.15926
H -1.95588 7.06208 -1.86932
H -2.83007 5.81763 -3.82215
H -2.37022 3.39417 -4.02912
H -1.07110 2.23498 -2.33037
H 1.90563 -1.03022 -2.42441
H 3.13597 -1.40392 -4.51185
H 5.59159 -1.12428 -4.57623
H 6.80994 -0.47030 -2.52350
H 5.59047 -0.07432 -0.43665
H 3.62997 0.25630 3.51125
H 5.11951 -0.95477 5.04747
H 6.29785 -2.98895 4.28826
H 6.00397 -3.79902 1.96987
H 4.52667 -2.60104 0.41740
O 1.13820 1.21901 -2.40558
N 0.58433 0.73522 -1.49325
C -4.61981 0.69908 1.69241
C -3.80797 1.98180 1.84090
C -4.38086 3.09957 0.96905
C -3.77281 2.41417 3.30208
N -2.38619 1.69652 1.48876
N -2.20419 1.23357 0.13477
H -5.57122 0.80744 2.21231
H -4.08944 -0.14926 2.13163
H -4.85550 0.47697 0.64941
H -5.39950 3.33581 1.27849
H -4.42643 2.81231 -0.08441
H -3.78331 4.01080 1.06043
H -4.78491 2.59357 3.66282
H -3.20971 3.34189 3.42457
H -3.31836 1.63789 3.92012
H -1.87551 2.57304 1.55745
H -2.48375 1.95636 -0.53198
H -2.88605 0.48254 0.02305
C 0.38379 0.52892 3.81568
O -0.55288 -0.33570 3.14680
C -0.61717 -0.28510 1.86336
O -1.34617 -1.07091 1.21431
H 0.99525 -0.10485 4.45309
H -0.18191 1.23738 4.41536
H 0.99691 1.05645 3.08325
```



ORCA calculation (ωB97M-V/def2-TZVPD) on a molecular structure, C60H70As3F18N10 at a distorted geometry.

Calculated values
LUMO energy = -13.598 eV
Maximum force = 3.366 eV/Å
ΔE to the lowest compared entry with this formula, charge and spin = 0.0000 eV
Total charge = +7
Highest occupied orbital energy = -16.5 eV

```
161
C60H70As3F18N10 (ωB97M-V/def2-TZVPD)
C 8.74302 2.87944 9.27153
N 7.29391 2.97157 9.48627
C 6.73247 2.61611 10.66055
C 5.32702 2.35283 10.77323
C 4.50842 2.49798 9.71082
C 5.12468 3.00364 8.50376
C 6.50484 3.10743 8.34583
C 3.05312 2.26265 9.74102
C 2.42025 1.41844 8.78845
C 0.98172 1.15535 8.94952
N 0.31287 1.75987 9.94120
C 0.94467 2.55988 10.82986
C 2.33645 2.82504 10.79745
C -1.19104 1.80283 9.97161
H 9.21883 2.69020 10.23376
H 9.16496 3.84799 9.00323
H 8.92206 2.04219 8.59695
H 7.42135 2.18504 11.37190
H 4.93743 1.90416 11.67507
H 4.49008 3.23484 7.66100
H 6.83240 3.23446 7.32457
H 2.97753 0.86319 8.04848
H 0.39225 0.61253 8.22546
H 0.31775 2.79297 11.67783
H 2.64281 3.43172 11.63679
H -1.55749 2.51488 10.71106
H -1.62927 0.82373 10.16501
H -1.42095 2.19603 8.98134
C -2.66505 -2.76418 -8.60361
N -2.87380 -3.70855 -7.45028
C -4.07653 -3.71021 -6.83277
C -4.28840 -4.40534 -5.62528
C -3.27222 -5.19534 -5.05353
C -2.01377 -5.21228 -5.80214
C -1.85267 -4.44774 -7.01855
C -3.31339 -5.94017 -3.73638
C -2.65670 -7.19504 -3.61220
C -2.82547 -7.99648 -2.48666
N -3.61045 -7.47068 -1.47459
C -4.25854 -6.26848 -1.57108
C -4.11599 -5.47040 -2.69902
C -3.76089 -8.24758 -0.20675
H -2.14199 -3.24440 -9.43060
H -2.07008 -1.92282 -8.24833
H -3.64344 -2.40817 -8.92624
H -4.79569 -2.98596 -7.18586
H -5.24933 -4.33012 -5.13812
H -1.19344 -5.80452 -5.42437
H -0.90923 -4.36050 -7.53694
H -2.05553 -7.56717 -4.42860
H -2.39128 -8.94163 -2.19583
H -4.87202 -6.07579 -0.70338
H -4.66810 -4.56174 -2.88851
H -4.24700 -7.61017 0.53184
H -2.76800 -8.58654 0.08890
H -4.31388 -9.13990 -0.50010
C -11.33259 7.32415 0.45723
N -9.83812 7.52446 0.31449
C -9.38900 8.69035 -0.21751
C -8.00467 8.81171 -0.24476
C -7.14924 7.67802 0.00586
C -7.71641 6.39682 0.32254
C -9.07273 6.38303 0.46963
C -5.64122 7.72980 0.05238
C -4.89184 7.18508 1.09626
C -3.50095 7.47486 1.19261
N -2.89853 8.11599 0.09585
C -3.60665 8.36772 -1.04138
C -5.01301 8.25301 -1.07799
C -1.37931 8.26098 0.03627
H -11.53722 6.25626 0.53363
H -11.89490 7.71282 -0.39180
H -11.55844 7.89608 1.35723
H -10.11436 9.48702 -0.29214
H -7.52177 9.72539 -0.55844
H -7.29383 5.41076 0.44712
H -9.62896 5.54230 0.85717
H -5.44703 6.65484 1.85587
H -2.73985 7.26720 1.93018
H -2.99034 8.79839 -1.81668
H -5.66002 8.74264 -1.79077
H -1.13768 9.32372 0.01914
H -0.98159 7.64881 -0.77316
H -0.97147 7.86392 0.96584
C 5.61079 -5.60882 2.74788
N 6.56791 -6.01278 1.70046
C 7.55369 -6.90096 1.90246
C 8.35671 -7.30527 0.86529
C 8.08707 -6.98276 -0.45327
C 7.01118 -6.13823 -0.67834
C 6.30027 -5.60238 0.40636
C 8.64107 -7.67861 -1.62069
C 8.97677 -6.91035 -2.71297
C 9.56206 -7.52568 -3.89271
N 9.68069 -8.86522 -3.93695
C 9.27237 -9.61599 -2.92941
C 8.74276 -9.08657 -1.77023
C 10.29470 -9.52476 -5.13774
H 6.09890 -5.59682 3.72241
H 4.83069 -6.35916 2.61922
H 5.31179 -4.60781 2.43694
H 7.77292 -7.17189 2.92469
H 9.07955 -8.06348 1.12800
H 6.71697 -5.96308 -1.70263
H 5.53544 -4.86969 0.19519
H 8.90548 -5.84083 -2.58088
H 9.81871 -6.89669 -4.73230
H 9.41023 -10.66407 -3.15061
H 8.37136 -9.67760 -0.94614
H 9.61716 -10.36274 -5.30155
H 11.27684 -9.92687 -4.88913
H 10.22713 -8.74141 -5.89267
C -7.74431 2.92793 -6.45871
N -6.26682 3.44003 -6.41838
C -5.68362 3.82102 -7.60473
C -4.33090 3.89622 -7.76685
C -3.55800 3.80294 -6.59886
C -4.16628 3.47998 -5.42404
C -5.52772 3.26562 -5.34134
C -2.09000 3.92307 -6.73618
C -1.23588 2.93729 -6.07025
C 0.13900 3.03137 -6.11800
N 0.71471 4.09425 -6.72500
C -0.06093 4.96707 -7.40051
C -1.41222 4.98469 -7.36334
C 2.16774 4.35938 -6.58922
H -8.38957 3.34909 -5.68776
H -7.86866 1.85499 -6.31229
H -8.28482 3.32645 -7.31728
H -6.32739 3.81130 -8.47183
H -4.00547 3.96649 -8.79425
H -3.54804 3.37602 -4.54462
H -6.04609 2.91010 -4.46310
H -1.59446 2.06182 -5.54931
H 0.78137 2.33689 -5.59698
H 0.51124 5.80209 -7.77702
H -1.97898 5.83901 -7.70294
H 2.67218 3.43858 -6.29636
H 2.26450 5.04458 -5.74706
H 2.48703 4.70520 -7.57236
As 6.61787 1.86901 -0.08865
F 6.75737 0.52691 -1.30297
F 5.15818 2.53082 -0.84065
F 6.73295 3.22608 1.07067
F 8.03848 1.05159 0.68264
F 7.64049 2.96404 -1.19015
F 5.59609 0.89684 0.97170
As -2.24439 0.65535 1.17203
F -3.78486 1.48011 0.73707
F -2.27298 -0.02340 -0.51334
F -0.65203 -0.06136 1.56106
F -2.26096 1.35387 2.83596
F -3.13310 -0.72425 1.92193
F -1.44163 2.12450 0.49604
As -2.31698 -5.78532 8.23309
F -3.56339 -6.85338 8.99124
F -1.78435 -7.26694 7.48718
F -0.92683 -4.86645 7.70056
F -2.91634 -4.31727 9.07324
F -1.30768 -6.18156 9.68437
F -3.17213 -5.39276 6.71631
```



ORCA calculation (ωB97M-V/def2-TZVPD) on 12 unconnected molecules or ions with the total composition C60H73BBrNO37 at a distorted geometry.

Calculated values
LUMO energy = -0.211 eV
Maximum force = 6.321 eV/Å
ΔE to the lowest compared entry with this formula, charge and spin = 12.9816 eV
Highest occupied orbital energy = -7.9 eV

```
173
C60H73BBrNO37 (ωB97M-V/def2-TZVPD)
C 6.57884 2.81101 1.82581
C 6.35321 2.03485 0.43632
C 6.52842 2.82632 -0.88740
C 6.34554 2.03695 -2.21076
C 5.99251 0.52781 -2.20901
C 5.77519 -0.30996 -0.89350
C 5.42509 -1.88277 -0.90007
C 4.02847 -2.23684 -1.59793
C 4.24124 -3.71307 -2.23070
C 4.10390 -3.77230 -3.82996
C 5.39251 -3.14199 -4.59749
Br 7.07577 -4.12323 -4.22779
O 3.59277 -1.38022 -2.71355
C 2.62605 -0.37761 -2.30885
O 2.51935 0.72861 -2.86998
C 1.74854 -0.97543 -1.10878
C 1.20843 -0.01714 0.05232
C -0.11380 0.80387 -0.37248
C 0.14264 2.09848 -1.23197
C -1.12581 2.88958 -1.65344
C -2.57219 2.40294 -1.27640
C -2.81011 1.12275 -0.41905
C -1.55124 0.34201 0.03458
B 0.49305 -1.65658 -1.93750
O 0.47641 -1.63040 -3.37845
O -0.57366 -2.31481 -1.23620
C 2.68198 -2.25145 -0.70805
C 2.78160 -2.66085 0.84106
C 2.22963 -4.01886 1.31725
C 2.41263 -4.17963 2.84100
C 3.10742 -3.08799 3.63774
N 3.63594 -1.82550 3.24572
C 3.40384 -1.70591 1.84749
C 5.96828 0.51066 0.43485
H 6.08715 2.21128 2.67243
H 7.71679 2.75774 2.03510
H 6.25800 3.90510 1.78748
H 6.81204 3.92915 -0.96774
H 6.49281 2.57717 -3.19970
H 5.89419 -0.03226 -3.19463
H 5.47938 -2.22522 0.20444
H 6.33540 -2.38996 -1.40436
H 3.48874 -4.49106 -1.81796
H 5.28011 -4.16033 -1.98510
H 4.12780 -4.89784 -4.10733
H 3.11187 -3.37828 -4.24060
H 5.56716 -2.04205 -4.30302
H 5.12185 -3.11400 -5.71938
H 0.88657 -0.68080 0.94531
H 2.03661 0.66255 0.46939
H 1.19272 2.44283 -1.50600
H -0.99633 3.83897 -2.27346
H -3.50211 2.97104 -1.61246
H -3.83279 0.71899 -0.11546
H -1.60287 -0.61125 0.67098
H -0.44155 -1.57991 -3.73070
H -1.37853 -2.41069 -1.79006
H 2.02374 -3.11638 -1.11147
H 1.72707 -4.80439 0.66901
H 2.02783 -5.12051 3.36975
H 3.23425 -3.30835 4.76518
H 3.75609 -0.69659 1.40491
H 5.86372 0.01612 1.45754
O 9.71853 4.65802 -1.89381
C 10.07110 3.61674 -2.37007
O 10.63289 2.59917 -1.66307
C 10.69564 1.47321 -2.52764
C 10.68603 2.09412 -3.89149
O 9.96126 3.29917 -3.68971
H 11.59857 0.88989 -2.34090
H 9.82088 0.84109 -2.34880
H 11.69110 2.34101 -4.24658
H 10.19319 1.46363 -4.63318
O -3.57037 5.48865 -1.93516
C -2.87778 6.45553 -2.08663
O -1.70460 6.66830 -1.43316
C -1.08259 7.79013 -2.04418
C -2.23654 8.52114 -2.66025
O -3.16518 7.48090 -2.93354
H -0.55411 8.39233 -1.30384
H -0.36569 7.43425 -2.78980
H -2.69715 9.23420 -1.97028
H -1.95784 9.04414 -3.57629
O 2.57545 4.79842 1.95142
C 2.48787 3.87102 2.70378
O 3.27691 2.76214 2.65248
C 3.01986 2.01245 3.83232
C 1.64608 2.46346 4.22672
O 1.58620 3.78901 3.72007
H 3.06533 0.94072 3.62934
H 3.77529 2.26424 4.58287
H 0.85835 1.86844 3.75507
H 1.49825 2.45369 5.30772
O -8.35891 5.78395 2.47677
C -7.39075 5.30496 1.95139
O -6.49175 6.00828 1.21236
C -5.38807 5.14435 0.96190
C -5.99183 3.78058 1.09531
O -7.05417 3.98881 2.01887
H -4.97255 5.32150 -0.03110
H -4.61303 5.33456 1.71029
H -6.40942 3.41364 0.15295
H -5.28354 3.04805 1.47685
O -3.51250 -2.12354 -1.67768
C -3.67745 -1.47872 -2.67717
O -4.82315 -0.81762 -2.98299
C -4.54483 0.00013 -4.11474
C -3.37942 -0.68989 -4.75275
O -2.73675 -1.31659 -3.64913
H -5.40915 0.05501 -4.77614
H -4.29686 1.00772 -3.76943
H -3.68743 -1.45941 -5.46692
H -2.70472 0.00678 -5.25232
O 1.92815 -6.02309 5.06341
C 0.81409 -5.84742 5.47411
O 0.00973 -6.83104 5.95919
C -1.11790 -6.19643 6.54759
C -1.16730 -4.87529 5.84219
O 0.19414 -4.63773 5.51284
H -2.02171 -6.78716 6.39138
H -0.94357 -6.09140 7.62223
H -1.75287 -4.91478 4.91890
H -1.55884 -4.07834 6.47586
O -3.69754 5.70776 5.29582
C -4.81701 5.87353 5.68779
O -5.62044 4.88176 6.16251
C -6.76304 5.50564 6.73157
C -6.81487 6.82507 6.02361
O -5.45099 7.07788 5.71493
H -7.65834 4.90568 6.56179
H -6.60700 5.61405 7.80913
H -7.38565 6.77771 5.09132
H -7.22498 7.61853 6.65038
O -5.20704 0.95416 1.14514
C -5.99667 0.07525 0.92947
O -6.93490 0.11207 -0.05496
C -7.50833 -1.18570 -0.13331
C -7.25380 -1.74853 1.23108
O -6.06668 -1.08268 1.63702
H -8.57200 -1.12755 -0.36929
H -7.00004 -1.74979 -0.92095
H -8.05278 -1.50917 1.93868
H -7.10683 -2.82924 1.21456
O -6.62419 1.55931 -6.41921
C -7.43134 0.69614 -6.62949
O -8.39268 0.76234 -7.58942
C -8.98981 -0.52454 -7.67497
C -8.71356 -1.11643 -6.32607
O -7.50513 -0.47794 -5.93716
H -10.05743 -0.44387 -7.88431
H -8.51033 -1.08344 -8.48389
H -9.49153 -0.87579 -5.59574
H -8.58613 -2.19934 -6.36395
O -7.32992 -5.01979 3.42550
C -6.36614 -5.50075 2.90243
O -5.46352 -4.79989 2.16242
C -4.36511 -5.66629 1.91300
C -4.97278 -7.02960 2.04724
O -6.03240 -6.81878 2.96993
H -3.94956 -5.49038 0.91970
H -3.58940 -5.47759 2.66095
H -5.39160 -7.39600 1.10539
H -4.26465 -7.76603 2.43019
O 10.00290 -3.61807 0.02121
C 9.04484 -4.14170 0.51202
O 8.75609 -4.12506 1.84242
C 7.44313 -4.64723 1.99214
C 7.26947 -5.48274 0.76000
O 8.10308 -4.83222 -0.18907
H 7.36031 -5.23310 2.90879
H 6.73441 -3.81475 2.03731
H 7.62296 -6.50913 0.89638
H 6.23410 -5.50739 0.41559
```